# 1
Here is a 2-piece molecular cluster, C4H13NSi overall from the Open Molecules 2025 dataset. Energies are from ωB97M-V/def2-TZVPD.

The energy above the lowest of the compared OMol25 structures with the same formula, charge and spin is 4.353 eV. Its HOMO-LUMO gap (alpha / beta) is 8.4 / 8.7 eV. For the molar mass, the calculation gives 103.2 g/mol. The value obtained for the HOMO energy (alpha / beta) is -7.90 / -7.97 eV.

```
! wB97M-V def2-TZVPD RIJCOSX def2/J DEFGRID3
* xyz 0 1
C 1.536 1.574 -0.103
C 1.768 -1.083 -0.537
C -0.727 -0.356 1.283
C 0.965 0.208 -0.468
N -2.608 -0.539 -0.971
Si -2.317 0.165 0.519
H 1.045 2.361 -0.499
H 2.482 1.513 -0.578
H 1.679 1.676 1.009
H 2.724 -0.772 -0.903
H 1.384 -1.886 -1.041
H 1.802 -1.498 0.388
H -0.283 -1.398 1.380
H -0.316 0.294 1.913
H 0.383 0.407 -1.478
H -1.867 -0.697 -1.733
H -3.473 -0.188 -1.373
H -3.287 -0.209 1.531
H -2.293 1.771 0.745
*
```

***

# 2
Here is C4H14AgF6N5O9S2 as an isolated structure from the Open Molecules 2025 dataset. Energies are from ωB97M-V/def2-TZVPD.

Its HOMO-LUMO gap (alpha / beta) is 10.3 / 7.0 eV. For the molar mass, the calculation gives 562.2 g/mol. The value obtained for the HOMO energy (alpha / beta) is -13.32 / -13.31 eV.

```
! wB97M-V def2-TZVPD RIJCOSX def2/J DEFGRID3
* xyz 1 2
Ag -0.926 -0.685 0.547
C 0.406 3.217 0.421
F -0.815 3.532 0.769
F 1.038 4.274 -0.067
F 1.094 2.783 1.461
S 0.426 1.958 -0.988
O 0.417 2.666 -2.214
O 1.558 1.112 -0.760
N -1.014 1.099 -0.675
S -2.248 1.549 -1.644
O -3.393 0.790 -1.190
O -2.413 2.948 -1.776
C -1.897 0.814 -3.343
F -1.645 -0.482 -3.200
F -2.989 0.994 -4.041
F -0.878 1.401 -3.941
O -0.883 -2.605 1.715
H -1.669 -2.956 2.152
H -0.499 -3.349 1.232
O -2.601 0.287 1.794
H -3.195 -0.387 2.145
H -2.957 1.126 2.112
O -2.624 -1.664 -0.643
H -2.743 -2.499 -1.109
H -3.314 -1.053 -0.970
C 1.675 0.303 2.713
O 0.730 0.123 1.930
N 1.451 0.780 3.985
N 2.988 0.183 2.353
H 0.476 0.833 4.222
H 2.139 0.662 4.706
H 3.707 0.042 3.038
H 3.236 0.028 1.398
C 1.752 -2.089 -1.229
O 0.680 -1.720 -0.727
N 1.873 -3.313 -1.826
N 2.862 -1.311 -1.277
H 1.135 -3.986 -1.776
H 2.693 -3.531 -2.359
H 3.582 -1.520 -1.945
H 2.785 -0.352 -0.995
*
```

***

# 3
Here is a 2-piece molecular cluster, C4H14BN2 overall from the Open Molecules 2025 dataset. Energies are from ωB97M-V/def2-TZVPD.

The energy above the lowest of the compared OMol25 structures with the same formula, charge and spin is 0.533 eV. Its HOMO-LUMO gap is 10.0 eV. For the molar mass, the calculation gives 101.0 g/mol. The value obtained for the HOMO energy is -13.44 eV.

```
! wB97M-V def2-TZVPD RIJCOSX def2/J DEFGRID3
* xyz 1 1
B 1.929 -1.785 1.061
C -0.209 -3.057 0.021
C -0.823 2.550 -0.786
C 0.930 0.605 0.529
C -0.590 0.601 0.663
N 1.475 -0.680 0.713
N -1.211 1.996 0.544
H -1.017 -3.831 0.268
H 2.409 -2.718 1.493
H -0.261 -2.538 -0.950
H -0.365 -2.224 0.695
H 0.755 -3.585 0.189
H -1.182 1.812 -1.448
H -1.151 3.545 -0.928
H 0.243 2.497 -0.893
H 1.295 0.981 -0.458
H 1.215 1.287 1.418
H -1.008 0.194 1.616
H -0.956 0.002 -0.116
H -0.948 2.601 1.310
H -2.205 1.898 0.402
*
```

***

# 4
Here is C4H14ClGaN3O as an isolated structure from the Open Molecules 2025 dataset. Energies are from ωB97M-V/def2-TZVPD.

Its HOMO-LUMO gap is 8.3 eV. For the molar mass, the calculation gives 225.4 g/mol. The value obtained for the HOMO energy is -4.74 eV.

```
! wB97M-V def2-TZVPD RIJCOSX def2/J DEFGRID3
* xyz -1 1
N 3.027 -0.405 0.059
C 1.564 -0.191 -0.215
N 0.914 -1.484 -0.205
N 1.468 0.320 -1.581
C 0.958 0.798 0.809
Ga -0.917 0.436 1.558
Cl -0.687 -0.690 3.561
C -2.210 -0.577 0.354
C -2.483 0.151 -0.971
O -1.866 1.432 -1.097
H 3.454 0.515 0.094
H 3.119 -0.829 0.976
H 1.217 -2.059 0.566
H 1.042 -1.964 -1.084
H 0.723 -0.131 -2.095
H 1.339 1.321 -1.590
H 0.925 1.789 0.353
H 1.639 0.891 1.652
H -1.572 1.855 1.951
H -1.873 -1.584 0.125
H -3.139 -0.697 0.913
H -3.552 0.316 -1.097
H -2.170 -0.497 -1.797
H -0.919 1.283 -1.241
*
```

***

# 5
Here is a 2-piece molecular cluster, C4H14N overall from the Open Molecules 2025 dataset. Energies are from ωB97M-V/def2-TZVPD.

The energy above the lowest of the compared OMol25 structures with the same formula, charge and spin is 1.066 eV. Its HOMO-LUMO gap is 11.6 eV. For the molar mass, the calculation gives 76.2 g/mol. The value obtained for the HOMO energy is -15.14 eV.

```
! wB97M-V def2-TZVPD RIJCOSX def2/J DEFGRID3
* xyz 1 1
C -0.731 -0.157 1.765
C -0.349 -1.551 1.443
N -1.542 0.500 0.658
H -1.366 -0.007 2.657
H 0.093 0.527 2.012
H 0.682 -1.862 1.647
H -0.336 -1.880 0.391
H -2.116 -0.124 0.084
H -2.154 1.223 1.031
H -0.928 0.904 -0.077
H -0.957 -2.297 1.972
C 2.001 0.478 -2.228
C 0.700 0.673 -1.470
H 1.966 0.517 -3.317
H 2.634 1.301 -1.881
H 2.531 -0.480 -2.159
H 0.395 1.685 -1.221
H -0.152 0.203 -1.992
H 0.692 -0.033 -0.625
*
```

***

# 6
Here is a 2-piece molecular cluster, C4H14N overall from the Open Molecules 2025 dataset. Energies are from ωB97M-V/def2-TZVPD.

The energy above the lowest of the compared OMol25 structures with the same formula, charge and spin is 0.287 eV. Its HOMO-LUMO gap (alpha / beta) is 14.4 / 6.9 eV. For the molar mass, the calculation gives 76.2 g/mol. The value obtained for the HOMO energy (alpha / beta) is -20.48 / -20.48 eV.

```
! wB97M-V def2-TZVPD RIJCOSX def2/J DEFGRID3
* xyz 2 2
C -0.121 3.774 -0.835
C 0.569 4.343 0.256
H -0.202 4.627 -1.662
H 0.407 3.041 -1.458
H -1.191 3.506 -0.878
H 1.525 4.870 0.021
H 0.955 3.513 0.927
H -0.035 5.012 0.864
C 0.158 -3.987 -0.494
N 0.029 -3.069 0.734
C -0.704 -1.793 0.551
H -0.708 -4.646 -0.495
H 0.865 -4.762 -0.188
H 0.437 -3.394 -1.347
H -0.427 -3.646 1.444
H 0.990 -3.016 1.049
H -1.456 -1.872 -0.229
H -1.117 -1.460 1.487
H 0.027 -1.041 0.253
*
```

***

# 7
Here is a 2-piece molecular cluster, C4H14N2 overall from the Open Molecules 2025 dataset. Energies are from ωB97M-V/def2-TZVPD.

The energy above the lowest of the compared OMol25 structures with the same formula, charge and spin is 0.191 eV. Its HOMO-LUMO gap (alpha / beta) is 2.7 / 9.6 eV. For the molar mass, the calculation gives 90.2 g/mol. The value obtained for the HOMO energy (alpha / beta) is 1.48 / -5.55 eV.

```
! wB97M-V def2-TZVPD RIJCOSX def2/J DEFGRID3
* xyz -1 2
C -2.446 -1.784 1.156
C -1.173 -0.999 1.447
N -1.360 0.435 1.245
H -2.988 -1.311 0.335
H -2.269 -2.845 0.929
H -3.084 -1.761 2.036
H -0.843 -1.275 2.455
H -0.350 -1.390 0.851
H -1.730 0.825 2.104
H -0.453 0.833 1.023
C 2.817 0.721 -1.329
C 1.452 1.410 -1.084
N 0.389 0.459 -1.428
H 2.668 0.001 -2.134
H 3.576 1.405 -1.726
H 3.200 0.207 -0.448
H 1.360 1.635 -0.021
H 1.441 2.264 -1.774
H -0.543 0.798 -1.195
H 0.335 0.369 -2.441
*
```

***

# 8
Here is a 2-piece molecular cluster, C4H14N2 overall from the Open Molecules 2025 dataset. Energies are from ωB97M-V/def2-TZVPD.

The energy above the lowest of the compared OMol25 structures with the same formula, charge and spin is 0.444 eV. Its HOMO-LUMO gap is 10.5 eV. Its structure (SMILES) is CCN.CCN. For the molar mass, the calculation gives 90.2 g/mol. The value obtained for the HOMO energy is -9.50 eV.

```
! wB97M-V def2-TZVPD RIJCOSX def2/J DEFGRID3
* xyz 0 1
C -0.256 1.511 -2.007
C -1.210 1.632 -0.807
N -1.102 2.789 0.040
H -0.328 2.282 -2.770
H -0.315 0.531 -2.482
H 0.765 1.511 -1.593
H -1.015 0.719 -0.236
H -2.229 1.504 -1.189
H -0.159 2.792 0.431
H -1.025 3.652 -0.492
C 1.327 -1.225 1.665
C 0.050 -1.955 1.220
N 0.159 -2.717 -0.021
H 2.130 -1.940 1.827
H 1.192 -0.669 2.595
H 1.568 -0.459 0.919
H -0.863 -1.358 1.217
H -0.078 -2.624 2.084
H 0.487 -3.653 0.195
H 0.902 -2.322 -0.599
*
```

***

# 9
Here is a 2-piece molecular cluster, C4H14N2 overall from the Open Molecules 2025 dataset. Energies are from ωB97M-V/def2-TZVPD.

The energy above the lowest of the compared OMol25 structures with the same formula, charge and spin is 0.819 eV. Its HOMO-LUMO gap is 9.7 eV. Its structure (SMILES) is CCN.CNC. For the molar mass, the calculation gives 90.2 g/mol. The value obtained for the HOMO energy is -8.90 eV.

```
! wB97M-V def2-TZVPD RIJCOSX def2/J DEFGRID3
* xyz 0 1
C 3.323 0.950 0.736
C 1.940 0.316 0.854
N 1.530 0.514 2.286
H 3.229 1.924 1.211
H 3.685 1.064 -0.270
H 3.960 0.374 1.397
H 1.884 -0.746 0.565
H 1.238 0.834 0.190
H 1.285 -0.368 2.724
H 0.630 0.991 2.272
C -2.848 0.356 -0.532
N -2.366 -1.018 -0.675
C -1.859 -1.408 -1.988
H -2.019 1.053 -0.625
H -3.417 0.470 0.385
H -3.472 0.593 -1.400
H -1.564 -1.157 -0.073
H -2.630 -1.482 -2.763
H -1.051 -0.802 -2.359
H -1.480 -2.459 -1.936
*
```

***

# 10
Here is a 2-piece molecular cluster, C4H14N2O overall from the Open Molecules 2025 dataset. Energies are from ωB97M-V/def2-TZVPD.

The energy above the lowest of the compared OMol25 structures with the same formula, charge and spin is 2.760 eV. Its HOMO-LUMO gap (alpha / beta) is 2.7 / 9.4 eV. For the molar mass, the calculation gives 106.2 g/mol. The value obtained for the HOMO energy (alpha / beta) is 1.31 / -5.32 eV.

```
! wB97M-V def2-TZVPD RIJCOSX def2/J DEFGRID3
* xyz -1 2
C -1.257 1.171 0.136
N -1.164 0.198 -0.914
C 1.390 0.361 -1.651
C 0.131 -0.513 -1.188
C 0.777 -1.247 0.063
N -0.321 -1.910 0.732
H -1.902 0.898 0.901
H -0.277 1.374 0.670
H -1.494 2.205 -0.219
H -1.410 0.781 -1.769
H 2.231 -0.066 -2.411
H 1.869 0.548 -0.834
H 1.029 1.277 -2.115
H -0.109 -1.104 -2.105
H 1.551 -2.075 -0.227
H 1.464 -0.545 0.562
H -0.954 -2.501 0.242
H -0.872 -1.266 1.342
H 0.104 0.529 3.600
H -0.507 0.758 2.186
O -0.277 1.127 3.001
*
```